Entry 1:
{"formula": "C18H25N3O6S", "method": "ωB97M-V/def2-TZVPD", "e_homo_ha": -0.321, "homo_lumo_gap_ev": 9.3, "total_charge": 0, "de_lowest_kj_mol": 132.50, "smiles": "CC[C@@H](C)NC(=O)CN1C(=O)COc2ccc(S(=O)(=O)N3CCOCC3)cc21", "symbols": ["C", "H", "H", "H", "C", "H", "H", "C", "N", "C", "O", "C", "N", "C", "O", "C", "H", "O", "C", "C", "C", "C", "C", "C", "H", "S", "O", "O", "N", "C", "H", "C", "O", "C", "H", "C", "H", "H", "H", "H", "H", "H", "H", "H", "H", "H", "H", "H", "C", "H", "H", "H", "H"], "coordinates": [[0.537, 2.662, -0.686], [1.066, 3.388, -0.074], [-0.468, 2.541, -0.292], [1.047, 1.705, -0.593], [0.491, 3.124, -2.138], [1.506, 3.184, -2.539], [0.052, 4.122, -2.189], [-0.343, 2.187, -3.020], [0.226, 0.855, -3.011], [-0.381, -0.209, -2.463], [-1.488, -0.195, -1.968], [0.495, -1.469, -2.503], [1.744, -1.252, -1.794], [2.891, -1.131, -2.513], [2.910, -1.112, -3.726], [4.157, -1.072, -1.672], [4.962, -0.627, -2.259], [4.034, -0.300, -0.498], [2.881, -0.486, 0.201], [2.857, -0.101, 1.536], [1.696, -0.234, 2.277], [0.576, -0.769, 1.676], [0.576, -1.150, 0.349], [1.727, -1.002, -0.412], [-0.342, -1.528, -0.064], [-0.978, -0.922, 2.551], [-1.474, -2.253, 2.357], [-0.792, -0.443, 3.893], [-1.897, 0.144, 1.653], [-2.094, 1.453, 2.238], [-1.192, 1.714, 2.789], [-3.308, 1.442, 3.171], [-4.460, 0.994, 2.493], [-4.279, -0.310, 1.982], [-5.210, -0.569, 1.475], [-3.093, -0.374, 1.017], [-2.897, -1.406, 0.736], [-3.279, 0.220, 0.117], [-4.097, -1.014, 2.808], [-3.538, 2.447, 3.529], [-3.087, 0.785, 4.025], [-2.255, 2.167, 1.424], [1.648, 0.061, 3.312], [3.758, 0.310, 1.963], [4.436, -2.108, -1.417], [-0.047, -2.310, -2.066], [0.757, -1.705, -3.538], [1.129, 0.740, -3.449], [-0.431, 2.699, -4.455], [-1.020, 2.017, -5.063], [-0.903, 3.678, -4.477], [0.563, 2.784, -4.889], [-1.348, 2.084, -2.596]], "forces_ev_per_angstrom": [[0.07, 0.13, -0.18], [0.05, 0.03, 0.12], [-0.14, -0.02, 0.10], [0.04, -0.11, 0.06], [-0.27, -0.27, 0.17], [0.04, 0.08, -0.09], [0.04, 0.07, -0.08], [0.00, 0.38, -0.06], [0.14, 0.31, -0.18], [0.46, -0.43, -0.13], [-0.45, -0.09, 0.20], [-0.23, -0.03, -0.07], [-0.15, -0.16, -0.16], [0.29, 0.13, 0.13], [0.16, -0.02, -0.15], [0.28, -0.28, -0.33], [-0.22, -0.11, 0.03], [-0.23, 0.24, 0.10], [-0.22, -0.06, 0.36], [0.03, -0.11, -0.38], [-0.13, -0.03, 0.11], [-0.30, -0.03, 0.40], [0.27, -0.08, -0.15], [0.13, 0.12, 0.46], [-0.11, -0.04, -0.27], [0.45, 0.25, -0.35], [-0.10, 0.07, -0.31], [0.10, 0.22, -0.17], [0.42, -0.75, 0.53], [-0.14, 0.43, 0.43], [-0.06, 0.26, -0.02], [0.29, 0.13, 0.01], [-0.12, 0.13, -0.10], [0.12, -0.18, -0.22], [0.08, -0.08, 0.03], [-0.57, -0.34, -0.03], [-0.18, 0.04, -0.17], [0.04, -0.05, 0.05], [-0.08, 0.03, -0.06], [0.09, -0.05, 0.03], [-0.05, 0.10, -0.04], [0.06, -0.04, 0.05], [0.06, 0.07, 0.14], [0.11, 0.04, 0.07], [-0.04, 0.14, -0.04], [-0.01, 0.13, -0.04], [-0.07, 0.01, 0.20], [0.00, -0.17, 0.01], [-0.13, -0.14, 0.25], [-0.04, -0.04, -0.09], [-0.02, 0.14, -0.04], [0.12, 0.03, -0.08], [0.14, 0.03, -0.05]], "mulliken_charge": [-0.61, 0.53, 0.09, -0.11, -0.75, 0.33, 0.39, 0.16, 0.03, 0.74, -0.67, -1.33, 0.06, 0.71, -0.64, -0.53, 0.33, -0.49, 0.93, -1.05, -0.28, -0.40, -0.35, -0.18, 0.56, 1.31, -0.71, -0.72, 0.28, -0.81, 0.48, -0.66, -0.42, -0.61, 0.37, -0.70, 0.45, 0.34, 0.34, 0.38, 0.36, 0.44, 0.59, 0.47, 0.24, 0.41, 0.54, 0.34, -1.68, 0.41, 0.42, 0.35, 0.35]}

Entry 2:
{"formula": "C18H25N3OS", "method": "ωB97M-V/def2-TZVPD", "e_homo_ha": -0.304, "homo_lumo_gap_ev": 9.0, "total_charge": 0, "de_lowest_kj_mol": 170.89, "smiles": "Cc1ncc(CN2CCN(Cc3ccccc3)[C@H](CCO)C2)s1", "symbols": ["C", "C", "N", "C", "C", "S", "C", "N", "C", "C", "N", "C", "C", "C", "C", "C", "C", "C", "H", "H", "H", "H", "H", "H", "H", "C", "C", "H", "H", "C", "H", "H", "C", "O", "H", "H", "H", "H", "H", "H", "H", "H", "H", "H", "H", "H", "H", "H"], "coordinates": [[2.561, 5.942, -0.106], [1.427, 5.113, -0.575], [0.197, 5.473, -0.559], [-0.629, 4.513, -1.042], [-0.026, 3.367, -1.455], [1.686, 3.494, -1.215], [-0.625, 2.129, -2.024], [-0.146, 0.962, -1.308], [-0.651, 0.904, 0.052], [0.038, -0.246, 0.794], [-0.106, -1.530, 0.133], [-1.397, -2.158, 0.368], [-1.537, -2.548, 1.816], [-2.692, -2.264, 2.530], [-2.809, -2.640, 3.857], [-1.768, -3.300, 4.486], [-0.609, -3.583, 3.781], [-0.496, -3.212, 2.454], [0.404, -3.422, 1.898], [0.206, -4.097, 4.268], [-1.858, -3.591, 5.522], [-3.714, -2.414, 4.402], [-3.508, -1.745, 2.045], [-1.435, -3.066, -0.244], [-2.252, -1.526, 0.075], [0.274, -1.438, -1.269], [-0.433, -0.283, -1.993], [-1.520, -0.480, -2.039], [-0.060, -0.215, -3.017], [1.799, -1.293, -1.384], [2.074, -0.240, -1.346], [2.256, -1.806, -0.534], [2.330, -1.905, -2.681], [2.021, -3.273, -2.808], [2.340, -3.731, -2.022], [1.876, -1.424, -3.549], [3.419, -1.753, -2.735], [-0.010, -2.380, -1.751], [1.105, -0.023, 0.861], [-0.362, -0.328, 1.807], [-1.748, 0.767, 0.065], [-0.425, 1.846, 0.555], [-0.317, 2.026, -3.071], [-1.728, 2.222, -2.000], [-1.686, 4.707, -1.075], [3.274, 6.102, -0.913], [2.182, 6.901, 0.237], [3.082, 5.445, 0.711]], "forces_ev_per_angstrom": [[0.20, 0.07, 0.06], [0.37, -0.73, -0.33], [0.00, 0.95, 0.41], [0.03, -0.81, -0.37], [0.03, 0.23, 0.04], [-0.49, 0.51, 0.22], [0.00, -0.05, -0.10], [-0.10, 0.02, -0.10], [0.15, -0.15, 0.30], [-0.08, 0.28, 0.06], [-0.13, -0.17, -0.01], [0.01, 0.02, -0.08], [-0.13, 0.00, 0.03], [0.05, -0.01, -0.10], [-0.07, -0.02, 0.12], [-0.07, 0.00, 0.11], [0.06, -0.05, 0.01], [-0.03, -0.01, -0.01], [0.12, -0.01, -0.05], [0.07, -0.04, 0.03], [0.00, -0.02, 0.08], [-0.06, 0.02, 0.05], [-0.06, 0.07, -0.07], [-0.04, 0.11, -0.04], [0.00, -0.11, 0.02], [0.18, -0.04, -0.23], [0.05, -0.23, 0.03], [0.05, 0.03, -0.05], [-0.05, 0.00, -0.05], [-0.18, -0.25, -0.44], [0.12, 0.04, 0.07], [0.05, 0.02, 0.05], [0.20, 0.48, 0.25], [-0.09, -0.51, 0.05], [0.00, 0.01, -0.08], [0.07, 0.04, 0.00], [-0.16, 0.06, -0.07], [0.00, 0.11, 0.08], [-0.01, 0.09, 0.09], [0.10, 0.04, 0.00], [0.02, 0.05, -0.04], [-0.05, -0.04, 0.02], [-0.12, -0.03, 0.06], [0.10, -0.02, -0.04], [-0.23, -0.08, -0.04], [0.07, 0.07, 0.00], [0.00, 0.02, 0.01], [0.07, 0.04, 0.06]], "mulliken_charge": [-1.13, 0.65, -0.54, -0.62, 0.69, -0.16, -1.14, 0.52, -0.64, -1.15, 0.07, -0.76, 0.45, -0.36, -0.62, -0.38, -0.63, -0.23, 0.37, 0.38, 0.38, 0.38, 0.35, 0.41, 0.29, 0.35, -1.27, 0.21, 0.42, -1.13, 0.24, 0.37, -0.72, -0.53, 0.34, 0.32, 0.35, 0.78, 0.34, 0.55, 0.23, 0.52, 0.42, 0.32, 0.42, 0.30, 0.32, 0.29]}

Entry 3:
{"formula": "C18H25N4O13V", "method": "ωB97M-V/def2-TZVPD", "e_homo_ha": [0.105, 0.105], "homo_lumo_gap_ev": [2.0, 2.0], "total_charge": -3, "spin_multiplicity": 2, "symbols": ["O", "V", "O", "O", "C", "C", "O", "H", "H", "H", "H", "C", "C", "O", "H", "H", "H", "H", "H", "C", "N", "O", "O", "H", "H", "H", "C", "N", "O", "O", "H", "H", "H", "C", "C", "C", "C", "C", "C", "N", "O", "O", "H", "H", "H", "H", "H", "C", "C", "C", "C", "C", "C", "N", "O", "O", "H", "H", "H", "H", "H"], "coordinates": [[0.473, 0.515, 0.069], [-0.246, -0.402, -1.043], [-1.741, 0.191, -1.093], [-1.809, -5.462, -1.185], [-1.261, -4.906, 0.045], [-1.049, -3.327, 0.272], [-0.377, -2.709, -0.821], [-0.292, -5.369, 0.233], [-1.834, -5.340, 0.864], [-0.705, -2.971, 1.244], [-2.018, -2.844, 0.407], [-0.544, 1.095, -4.697], [0.412, 0.040, -4.250], [0.022, -0.970, -3.305], [-1.381, 0.692, -5.267], [-0.040, 1.909, -5.220], [-0.985, 1.525, -3.798], [1.313, 0.559, -3.923], [0.827, -0.489, -5.107], [-3.722, 2.439, -3.177], [-3.831, 1.841, -4.486], [-4.376, 0.807, -4.605], [-3.607, 2.557, -5.476], [-3.197, 3.387, -3.299], [-3.012, 1.825, -2.622], [-4.703, 2.578, -2.722], [-4.823, -1.842, -1.707], [-3.931, -2.851, -2.304], [-4.462, -3.982, -2.472], [-2.870, -2.545, -2.790], [-5.561, -1.525, -2.443], [-4.204, -0.954, -1.578], [-5.398, -2.260, -0.880], [4.041, -2.265, 5.333], [3.050, -3.044, 4.750], [2.856, -2.903, 3.365], [3.509, -2.017, 2.535], [4.540, -1.218, 3.104], [4.768, -1.363, 4.462], [3.098, -1.896, 1.115], [3.143, -0.718, 0.640], [2.615, -2.921, 0.558], [4.211, -2.140, 6.392], [2.435, -3.703, 5.345], [1.993, -3.410, 2.960], [5.172, -0.590, 2.494], [5.573, -0.782, 4.887], [2.472, 3.107, 3.170], [1.493, 2.425, 2.388], [0.753, 3.186, 1.444], [0.751, 4.560, 1.543], [1.609, 5.207, 2.489], [2.462, 4.470, 3.289], [-0.098, 5.391, 0.645], [-0.069, 6.582, 0.776], [-0.796, 4.828, -0.244], [3.122, 2.624, 3.884], [1.478, 1.349, 2.471], [0.104, 2.657, 0.762], [1.610, 6.280, 2.617], [3.036, 5.090, 3.963]], "forces_ev_per_angstrom": [[0.09, -0.53, -0.93], [-1.60, -3.97, -1.62], [0.65, -0.28, -0.07], [0.77, 1.66, 2.28], [-0.15, -0.86, -2.15], [-0.98, 0.08, -1.61], [-0.04, 3.11, 0.97], [0.90, 0.09, -0.09], [-0.70, 0.49, 0.97], [1.40, -0.89, 0.58], [-1.27, -0.08, -0.72], [-1.14, 0.08, 0.60], [1.31, -2.01, 1.10], [0.11, 3.02, 1.20], [0.06, 0.01, -0.28], [0.01, -0.05, -0.30], [-0.09, 0.24, 0.21], [0.34, 0.41, 0.55], [-0.26, -0.32, -0.68], [1.86, 0.78, 1.00], [-1.17, 2.88, -2.48], [-0.76, -3.01, 0.46], [0.76, -0.01, 0.77], [-0.36, 0.04, -0.08], [-0.47, -0.40, 0.53], [0.18, -0.41, -0.13], [0.17, 1.02, -0.14], [-0.58, -2.81, -2.21], [0.41, 1.75, 0.66], [-0.73, 0.45, 0.86], [0.09, -0.47, -0.43], [0.01, -0.15, 0.89], [0.66, 0.13, 0.19], [1.02, 1.58, -0.88], [0.56, 0.73, -1.25], [-1.72, -1.44, 1.29], [0.11, 0.80, -2.54], [-0.32, -0.54, 0.59], [-0.35, -0.62, 0.32], [0.45, -0.46, 3.24], [0.50, -0.41, -0.47], [0.34, 0.91, 0.08], [-0.02, -0.39, 0.21], [-0.18, -0.09, -0.11], [0.12, -0.30, -0.38], [-0.19, 0.20, -0.06], [0.16, 0.17, 0.23], [-1.32, -1.17, 0.63], [1.86, 1.56, -0.09], [-0.43, -1.10, 1.10], [1.27, 0.76, 0.88], [-1.09, 0.00, -1.01], [-0.86, 1.50, -1.17], [-1.05, -2.37, -1.93], [0.12, 1.28, 0.42], [1.57, 0.82, 2.13], [-0.01, -0.79, -0.28], [-0.26, -0.09, -0.61], [0.00, -0.07, -0.18], [-0.25, 0.08, -0.29], [0.49, -0.55, 0.24]], "lowdin_spin": [0.00, 0.00, 0.00, 0.00, 0.00, 0.00, 0.00, 0.00, 0.00, 0.00, 0.00, 0.00, 0.00, 0.00, 0.00, 0.00, 0.00, 0.00, 0.00, 0.00, 0.00, 0.00, 0.00, 0.00, 0.00, 0.00, 0.00, 0.00, 0.00, 0.00, 0.00, 0.00, 0.00, 0.14, 0.03, 0.07, 0.09, 0.07, 0.01, 0.19, 0.17, 0.21, 0.01, 0.00, 0.00, 0.01, 0.00, 0.00, 0.00, 0.00, 0.00, 0.00, 0.00, 0.00, 0.00, 0.00, 0.00, 0.00, 0.00, 0.00, 0.00]}

Entry 4:
{"formula": "C18H25N7OPdSe4", "method": "ωB97M-V/def2-TZVPD", "e_homo_ha": [-0.478, -0.478], "homo_lumo_gap_ev": [3.9, 3.9], "total_charge": 2, "de_lowest_kj_mol": 37.24, "symbols": ["Pd", "N", "C", "C", "N", "H", "H", "H", "H", "H", "H", "H", "H", "Se", "Se", "Se", "Se", "C", "C", "C", "C", "C", "N", "C", "O", "N", "C", "C", "C", "C", "N", "C", "C", "C", "H", "H", "H", "H", "H", "H", "H", "H", "H", "H", "H", "H", "H", "N", "C", "C", "N", "C", "H", "H", "H", "H"], "coordinates": [[-0.109, -0.117, 0.090], [-0.935, 1.604, 1.359], [-2.175, 1.089, 1.996], [-2.918, 0.266, 0.976], [-2.070, -0.889, 0.559], [-0.288, 1.988, 2.039], [-1.150, 2.358, 0.717], [-2.805, 1.887, 2.381], [-1.885, 0.466, 2.841], [-3.118, 0.861, 0.087], [-3.874, -0.066, 1.377], [-2.493, -1.375, -0.223], [-1.993, -1.561, 1.316], [0.712, -2.151, -1.275], [1.498, -3.804, -0.070], [1.881, -3.028, 2.134], [0.794, -1.148, 2.375], [6.926, -2.428, 0.744], [6.657, -1.361, -0.299], [7.415, -0.201, -0.365], [7.169, 0.771, -1.330], [6.167, 0.593, -2.264], [5.958, 1.615, -3.247], [4.831, 1.968, -3.924], [4.844, 2.493, -5.015], [3.590, 1.730, -3.302], [3.280, 1.639, -1.950], [4.084, 2.149, -0.935], [3.690, 1.991, 0.378], [2.494, 1.364, 0.664], [1.698, 0.908, -0.311], [2.091, 1.028, -1.586], [5.420, -0.571, -2.237], [5.661, -1.525, -1.254], [7.739, -2.139, 1.409], [7.204, -3.375, 0.278], [6.046, -2.610, 1.364], [8.217, -0.045, 0.348], [7.773, 1.674, -1.358], [6.778, 2.039, -3.652], [2.834, 1.864, -3.955], [5.006, 2.659, -1.180], [4.301, 2.370, 1.187], [2.163, 1.231, 1.683], [1.424, 0.648, -2.346], [4.675, -0.753, -3.006], [5.082, -2.444, -1.262], [-1.831, 1.036, -3.896], [-1.878, 2.298, -3.356], [-1.413, 2.162, -2.088], [-1.083, 0.836, -1.842], [-1.351, 0.191, -2.964], [-2.116, 0.780, -4.828], [-2.227, 3.158, -3.907], [-1.282, 2.948, -1.361], [-1.231, -0.865, -3.145]], "forces_ev_per_angstrom": [[-0.03, 0.48, 0.06], [-0.16, -0.02, 0.10], [0.38, 0.10, -0.13], [-0.03, -0.11, -0.07], [0.59, 0.39, -0.10], [-0.04, 0.02, 0.12], [-0.09, 0.08, -0.01], [-0.07, 0.10, 0.00], [0.03, -0.03, 0.09], [-0.01, 0.01, -0.07], [-0.04, -0.13, 0.02], [0.01, -0.02, -0.11], [-0.01, -0.07, 0.08], [-0.24, -0.28, -0.08], [0.49, 0.34, 0.50], [-0.50, -0.17, -0.50], [0.42, -0.34, 0.39], [0.00, 0.19, -0.16], [0.06, -0.26, 0.25], [0.15, 0.30, -0.02], [0.32, 0.06, 0.35], [-0.11, 0.43, -0.51], [0.31, -0.26, 0.50], [-0.35, 0.26, -0.29], [0.02, -0.12, 0.27], [0.07, -0.22, 0.24], [0.13, 0.16, -0.39], [0.21, 0.10, 0.13], [0.08, 0.08, -0.01], [-0.20, -0.03, -0.06], [-0.26, -0.46, -0.02], [-0.28, -0.03, 0.19], [-0.21, -0.43, -0.01], [-0.26, -0.01, -0.27], [-0.02, 0.03, -0.05], [-0.03, 0.05, -0.02], [-0.03, 0.01, -0.03], [-0.05, 0.01, -0.06], [-0.04, -0.09, 0.03], [0.12, -0.13, -0.09], [-0.06, -0.01, -0.02], [-0.09, 0.00, 0.05], [-0.02, -0.02, -0.03], [-0.03, -0.03, 0.02], [-0.02, -0.06, 0.01], [0.05, 0.00, 0.10], [0.01, 0.05, -0.01], [-0.03, 0.10, -0.06], [-0.03, -0.16, -0.17], [0.17, -0.17, 0.19], [-0.24, 0.27, -0.45], [-0.13, 0.26, 0.09], [0.00, 0.01, -0.01], [0.03, -0.11, 0.05], [0.02, -0.09, -0.03], [0.02, 0.00, 0.03]], "mulliken_charge": [0.63, -0.30, -0.58, -0.54, -0.42, 0.29, 0.11, 0.42, 0.31, 0.32, 0.46, 0.30, 0.26, 0.07, 0.08, 0.07, 0.04, -1.35, 0.70, -0.82, -0.41, -0.01, -0.06, 0.25, -0.63, -0.09, -0.33, -0.31, -1.20, -0.26, 0.39, -0.18, -0.14, -0.65, 0.36, 0.35, 0.25, 0.35, 0.44, 0.27, 0.24, 0.64, 0.46, 0.45, 0.57, 0.54, 0.48, -0.04, -0.73, -0.68, 0.90, -0.75, 0.23, 0.43, 0.42, 0.40]}

Number 1: largest force on an atom 1.0 eV/Å, total energy -1714.82033 hartree. Number 2: largest force on an atom 1.0 eV/Å, total energy -1338.57919 hartree. Number 3: largest force on an atom 4.6 eV/Å, total energy -2841.35802 hartree. Number 4: largest force on an atom 0.8 eV/Å, total energy -10892.58313 hartree.